DFT (ωB97M-V/def2-TZVPD) results for a structure of composition C21H38AsN5OPPtTe.

CARTESIAN COORDINATES (ANGSTROEM)
Pt1 1.07 -0.42 0.14
N1 -1.83 -0.77 -3.48
C1 -0.58 -0.36 -3.05
O1 -0.48 0.31 -1.99
C2 0.52 -0.71 -3.88
C3 1.85 -0.33 -3.61
N2 2.95 -0.02 -3.45
C4 0.28 -1.49 -5.04
N3 0.01 -2.11 -5.97
H1 -2.51 -0.85 -2.74
H2 -1.86 -1.49 -4.18
C5 0.15 2.60 4.30
C6 0.45 1.11 4.23
As1 -0.25 0.18 2.63
C7 -2.16 0.31 3.12
C8 -2.87 1.60 2.72
C9 0.01 -1.63 3.36
C10 1.45 -1.92 3.75
H3 0.73 3.08 5.10
H4 -0.90 2.79 4.50
H5 0.40 3.11 3.36
H6 0.04 0.59 5.10
H7 1.53 0.95 4.24
H8 -2.21 0.15 4.20
H9 -2.64 -0.55 2.64
H10 -2.46 2.47 3.23
H11 -3.93 1.55 2.96
H12 -2.78 1.77 1.65
H13 -0.32 -2.31 2.59
H14 -0.66 -1.73 4.22
H15 2.12 -1.73 2.92
H16 1.57 -2.97 4.04
H17 1.77 -1.31 4.60
C11 2.49 3.70 -2.06
C12 1.54 2.64 -1.50
P1 2.22 1.53 -0.21
C13 3.97 1.29 -0.71
C14 4.75 0.20 0.01
C15 2.34 2.71 1.19
C16 3.20 2.20 2.34
H18 1.96 4.35 -2.75
H19 3.31 3.24 -2.61
H20 2.92 4.34 -1.28
H21 1.18 2.01 -2.30
H22 0.65 3.10 -1.06
H23 4.48 2.26 -0.63
H24 3.91 1.04 -1.78
H25 5.01 0.47 1.03
H26 5.68 0.00 -0.53
H27 4.18 -0.73 0.04
H28 1.31 2.89 1.52
H29 2.74 3.66 0.82
H30 3.02 1.13 2.52
H31 2.99 2.74 3.27
H32 4.26 2.31 2.12
N4 -3.05 0.17 -0.46
C17 -3.29 -1.10 0.00
C18 -4.59 -1.61 0.14
C19 -4.74 -2.90 0.61
C20 -3.61 -3.65 0.93
C21 -2.38 -3.05 0.77
N5 -2.21 -1.81 0.33
H33 -3.82 0.65 -0.89
H34 -2.11 0.35 -0.85
H35 -5.44 -1.01 -0.13
H36 -5.73 -3.32 0.72
H37 -3.69 -4.67 1.29
H38 -1.46 -3.59 0.99
Te1 1.89 -2.76 0.10

HOMO (spin up / spin down)   -3.8 / -4.3 eV
Frontier orbital gap (spin up / spin down)   6.34 / 6.28 eV
<S²>   2.016
Total charge   -1
Spin multiplicity   3
LUMO energy (spin up / spin down)   2.59 / 2.00 eV